A cluster of 4 separate species, C8H24O4 in total. Source: the OMol25 dataset; level of theory: wB97M-V/def2-TZVPD.

Each line ends with the Mulliken charge.
Element x y z (Å)
C: 2.23231 -0.60286 3.72642  -0.82
C: 3.03064 -0.74094 5.02563  -0.36
O: 2.67845 -1.72335 5.97392  -0.52
H: 1.19103 -0.92493 3.73666  0.24
H: 2.65104 -1.48609 3.24407  0.28
H: 2.40528 0.26284 3.08707  0.35
H: 3.04212 0.24792 5.48402  0.23
H: 4.06286 -1.02023 4.81439  0.28
H: 3.46405 -1.92603 6.48710  0.33
C: 1.50174 1.67171 -3.84380  -1.07
C: 1.77959 2.42806 -2.53528  -0.07
O: 2.50070 1.55861 -1.70978  -0.48
H: 0.67049 0.96999 -3.77507  0.26
H: 2.38011 1.11978 -4.17836  0.34
H: 1.28074 2.36047 -4.65919  0.32
H: 0.87003 2.69540 -1.99740  0.17
H: 2.38244 3.30673 -2.76468  0.27
H: 3.11943 1.05373 -2.24257  0.28
C: -0.31444 -1.03473 1.19391  -1.18
C: -0.28511 -0.10069 -0.03057  0.02
O: -1.55956 0.45293 -0.32547  -0.49
H: 0.41891 -1.83644 1.10696  0.38
H: -1.26225 -1.56505 1.10166  0.36
H: -0.36414 -0.53893 2.16335  0.20
H: -0.09717 -0.66028 -0.94688  0.18
H: 0.50387 0.64097 0.09410  0.29
H: -1.30984 1.32292 -0.64539  0.27
C: -4.68602 -0.92919 -1.33544  -0.97
C: -4.01346 -0.33225 -2.61256  -0.24
O: -2.74186 -0.82007 -2.63173  -0.53
H: -4.22216 -0.55175 -0.42414  0.28
H: -4.70769 -2.01869 -1.36021  0.27
H: -5.75535 -0.71997 -1.30618  0.36
H: -3.87262 0.74704 -2.67081  0.22
H: -4.60522 -0.59091 -3.49065  0.28
H: -2.36903 -0.71560 -1.75327  0.29

Output
SMILES string: CCO.CCO.CCO.CCO
Net charge: 0
Relative energy (zero: lowest compared OMol25 entry of this formula, charge and spin) (kcal/mol): 45.5
E_LUMO (eV): 0.676
Electronic energy (eV): -16872.7383
Frontier orbital gap (eV): 10.27